Record 1
Formula: C4H7N3
Source: the OMol25 dataset
Level of theory: ωB97M-V with the def2-TZVPD basis set

Properties
E_LUMO = 0.98 eV
Orbital gap = 8.23 eV
SMILES = CN=c1[nH]cc[nH]1
HOMO energy = -7.244 eV
Maximum force = 0.06157 hartree/bohr
ΔE to the lowest compared entry with this formula, charge and spin = 0.702 eV

Structure (XYZ):
```
14
C4H7N3 ωB97M-V with the def2-TZVPD basis set
C 2.5017 0.2676 0.0824
C 0.2609 -0.2679 -0.0079
C -1.6925 0.9596 -0.0169
C -1.9921 -0.3944 0.0126
H 2.6893 0.9579 -0.7992
H 3.4798 -0.2674 0.2056
H 2.4666 0.8658 0.9432
H 0.4062 1.7552 -0.2183
H -2.3286 1.8444 0.0115
H -2.9458 -0.8202 0.1246
H -0.6754 -2.0972 -0.0023
N 1.4420 -0.7041 -0.1415
N -0.2686 1.0103 0.0057
N -0.8248 -1.1101 0.0377
```


Record 2
Formula: C4H6O2
Source: the OMol25 dataset
Level of theory: ωB97M-V with the def2-TZVPD basis set

Properties
E_LUMO (alpha / beta) = 0.88 / 0.91 eV
Orbital gap (alpha / beta) = 7.30 / 7.73 eV
HOMO energy (alpha / beta) = -6.413 / -6.822 eV
Maximum force = 0.01594 hartree/bohr
ΔE to the lowest compared entry with this formula, charge and spin = 3.891 eV

Structure (XYZ):
```
12
C4H6O2 ωB97M-V with the def2-TZVPD basis set
O 0.7232 0.5804 -1.1861
C 1.5860 -0.1938 -0.5187
O 1.2872 -0.7177 0.6054
C 0.1533 -0.4598 1.2976
C -0.6533 0.2627 -0.9077
C -0.8689 0.3822 0.6124
H 2.5920 -0.3105 -0.8958
H -0.0661 -1.2746 1.9737
H -1.2161 0.9690 -1.5202
H -0.8654 -0.7557 -1.2529
H -0.7943 1.4498 0.8766
H -1.8775 0.0679 0.9157
```


Record 3
Formula: C16H27N2O2
Source: the OMol25 dataset
Level of theory: ωB97M-V with the def2-TZVPD basis set

Properties
Charge = +1
E_LUMO = -4.79 eV
Orbital gap = 6.43 eV
HOMO energy = -11.221 eV
Maximum force = 0.06992 hartree/bohr
ΔE to the lowest compared entry with this formula, charge and spin = 2.720 eV

Structure (XYZ):
```
47
C16H27N2O2 ωB97M-V with the def2-TZVPD basis set
C 4.1010 -0.8140 2.3778
O 3.5221 0.4479 2.5906
C 2.1368 0.5045 2.3777
C 1.5184 1.7505 2.5477
C 0.1616 1.8938 2.4313
C -0.6611 0.7739 2.1563
C -2.0613 0.8808 2.1424
N -2.9419 -0.1654 2.3545
C -4.3735 0.0890 2.1677
C -2.5908 -1.3270 3.1854
C -0.0209 -0.4648 1.9191
C 1.3386 -0.5960 2.0330
H 5.1667 -0.7478 2.6065
H 3.6421 -1.5568 3.0314
H 3.9691 -1.0975 1.3333
H 2.1435 2.5879 2.8041
H -0.2928 2.8530 2.6029
H -2.5015 1.8605 2.0605
H -4.9706 -0.7645 2.4789
H -4.6797 0.9590 2.7459
H -4.5836 0.2774 1.1179
H -3.4223 -1.6080 3.8282
H -2.3388 -2.1833 2.5606
H -1.7439 -1.0902 3.8288
H -0.6234 -1.3054 1.6216
H 1.7878 -1.5624 1.8873
C -4.1949 -3.6841 -1.1882
O -3.6969 -2.3966 -0.9161
C -3.7512 -1.5564 -2.0598
C -3.2643 -0.1456 -1.7468
C -3.4234 0.8236 -2.9406
C -2.1406 1.6689 -2.9672
C -1.0966 0.8619 -2.1804
N -1.8203 -0.1568 -1.3828
H -4.1444 -4.2791 -0.2764
H -5.2328 -3.6116 -1.5171
H -3.5915 -4.1585 -1.9637
H -3.1280 -1.9997 -2.8411
H -4.7800 -1.5411 -2.4332
H -3.8323 0.2351 -0.8863
H -3.5266 0.2550 -3.8701
H -4.3233 1.4444 -2.8479
H -1.8103 1.8678 -3.9963
H -2.3041 2.6440 -2.4965
H -0.4234 0.3396 -2.8674
H -0.4723 1.4989 -1.5402
H -1.7197 -0.0344 -0.3720
```


Record 4
Formula: C3H13NO2S
Source: the OMol25 dataset
Level of theory: ωB97M-V with the def2-TZVPD basis set

Properties
E_LUMO = 0.28 eV
Orbital gap = 9.36 eV
SMILES = C[C@H](N)CS.O.O
HOMO energy = -9.077 eV
Maximum force = 0.06623 hartree/bohr
ΔE to the lowest compared entry with this formula, charge and spin = 1.975 eV

Structure (XYZ):
```
20
C3H13NO2S ωB97M-V with the def2-TZVPD basis set
C -2.2288 0.7432 2.3319
C -1.2715 -0.1075 1.4020
C -0.9988 0.5840 -0.0041
S -0.3631 -0.5080 -1.2617
N 0.0024 -0.4895 2.2578
H -3.3655 0.5118 2.3497
H -1.8485 0.4249 3.2824
H -2.1182 1.8946 2.5048
H -1.6278 -1.0345 0.9514
H -0.4390 1.4740 0.2332
H -1.9702 0.9209 -0.3098
H 0.8395 -0.0081 -1.4308
H 0.4777 0.3647 2.7068
H 0.5008 -0.9939 1.5589
H 2.5431 0.3464 0.5731
H 3.4396 1.3384 -0.2385
O 2.8861 1.2327 0.5991
H 2.1391 -2.6947 -6.3690
H 1.8731 -1.5191 -5.4780
O 1.5301 -2.4803 -5.6591
```


Record 5
Formula: C21H38As3F4N2Ru
Source: the OMol25 dataset
Level of theory: ωB97M-V with the def2-TZVPD basis set

Properties
Charge = +3
E_LUMO (alpha / beta) = -8.42 / -10.68 eV
Orbital gap (alpha / beta) = 8.44 / 6.52 eV
HOMO energy (alpha / beta) = -16.857 / -17.208 eV
Maximum force = 0.01862 hartree/bohr
ΔE to the lowest compared entry with this formula, charge and spin = 0.000 eV
2S+1 = 5

Structure (XYZ):
```
69
C21H38As3F4N2Ru ωB97M-V with the def2-TZVPD basis set
Ru 0.7566 -1.4223 0.6167
C -0.2646 -2.5489 3.1018
N 0.8608 -2.9650 2.2231
C 0.6689 -4.3619 1.8227
C 2.1727 -2.8162 2.9049
C 2.5909 -1.3451 2.9014
N 2.4776 -0.8962 1.5320
C 3.4744 -0.2852 0.8683
C 3.4657 -0.4507 -0.5417
F 2.5595 -1.2747 -1.0788
C 4.3873 0.1262 -1.3542
F 4.3696 -0.1408 -2.6464
C 5.3527 0.9888 -0.8293
C 5.3960 1.1900 0.5240
F 6.2419 2.0605 1.0491
C 4.4892 0.5637 1.3680
F 4.5132 0.8385 2.6739
H -0.2700 -3.0771 4.0433
H -1.2202 -2.7645 2.6002
H -0.2006 -1.4866 3.2860
H 0.7241 -5.0736 2.6524
H 1.4411 -4.6149 1.1073
H -0.2808 -4.4642 1.2984
H 2.8971 -3.4273 2.3798
H 2.1735 -3.1952 3.9145
H 3.5671 -1.2208 3.3306
H 1.8740 -0.8009 3.5119
H 6.1165 1.4487 -1.4335
C 0.4052 1.7307 2.3857
As 0.0339 0.9683 0.6325
C 0.8673 2.1350 -0.6400
C -1.9026 1.2106 0.4983
C -2.7907 0.6664 -0.6616
C -4.2344 1.0501 -0.3460
C -2.7607 -0.8795 -0.8124
As -1.1029 -1.8810 -1.0502
C -0.3381 -1.3998 -2.7660
C -1.8086 -3.6612 -1.2658
C -2.3834 1.3129 -1.9876
As -2.9772 3.1377 -2.3409
C -2.8683 4.4796 -0.9195
C -2.3825 3.7345 -4.0665
H 0.1777 2.8024 2.3935
H 1.4521 1.5809 2.6067
H -0.2073 1.1907 3.1048
H 0.4535 3.1405 -0.5840
H 0.7690 1.7980 -1.6630
H 1.9239 2.2191 -0.4587
H -2.0119 2.2984 0.5869
H -2.2559 0.7953 1.4459
H -4.5582 0.6537 0.6136
H -4.9433 0.6817 -1.1093
H -4.3275 2.1454 -0.2712
H -3.3977 -1.1528 -1.6555
H -3.2239 -1.3169 0.0712
H -1.0202 -1.5554 -3.6001
H 0.5281 -2.0382 -2.9405
H 0.0416 -0.3905 -2.8283
H -2.4748 -3.6911 -2.1338
H -2.3325 -3.9508 -0.3674
H -0.9744 -4.3215 -1.4318
H -2.8488 0.7623 -2.8047
H -1.3248 1.3416 -2.1930
H -3.3620 4.0980 -0.0402
H -3.4553 5.3364 -1.2698
H -1.8640 4.8317 -0.7087
H -2.8083 3.0641 -4.8220
H -1.2979 3.7579 -4.1654
H -2.7482 4.7304 -4.2614
```


Record 6
Formula: C5H14O2Si
Source: the OMol25 dataset
Level of theory: ωB97M-V with the def2-TZVPD basis set

Properties
E_LUMO = 0.57 eV
Orbital gap = 9.57 eV
SMILES = C=C(C)CC.O[SiH2]O
HOMO energy = -9.000 eV
Maximum force = 0.07914 hartree/bohr
ΔE to the lowest compared entry with this formula, charge and spin = 0.980 eV

Structure (XYZ):
```
22
C5H14O2Si ωB97M-V with the def2-TZVPD basis set
C 2.8390 -0.5316 -1.7358
C 0.0639 0.6021 -1.5064
C 0.5649 0.3477 0.9519
C 2.4063 0.3326 -0.5910
C 0.9631 0.3961 -0.3122
O -3.8813 0.5772 1.3859
O -2.1542 -1.3717 1.1964
Si -3.0449 -0.4457 2.2172
H 2.4652 -0.2040 -2.7865
H 2.5411 -1.5950 -1.6210
H 3.8850 -0.5499 -1.8895
H 0.2342 -0.0883 -2.2507
H -0.8973 0.6551 -1.1381
H 0.3014 1.5105 -1.9503
H 1.2753 0.2641 1.8172
H -0.4744 0.5143 1.0795
H -2.4147 -1.4603 0.2994
H 2.9105 1.3999 -0.8443
H 2.9297 -0.0992 0.1968
H -4.6635 1.0947 1.5887
H -4.0450 -1.4348 2.9289
H -1.8042 0.0863 2.9641
```


Record 7
Formula: C5H13N
Source: the OMol25 dataset
Level of theory: ωB97M-V with the def2-TZVPD basis set

Properties
E_LUMO = 1.15 eV
Orbital gap = 9.70 eV
SMILES = CCNC(C)C
HOMO energy = -8.550 eV
Maximum force = 0.12735 hartree/bohr
ΔE to the lowest compared entry with this formula, charge and spin = 2.125 eV

Structure (XYZ):
```
19
C5H13N ωB97M-V with the def2-TZVPD basis set
C 0.8199 2.5289 -1.0139
C -0.2802 1.3475 -0.8820
N 0.4458 0.2317 -0.2831
C -0.9209 -2.0755 -0.1382
C -0.4222 -0.7095 0.5340
C 0.4354 -1.1009 1.7059
H 1.2648 2.6898 -1.8900
H 0.5255 3.5995 -0.6258
H 1.6592 2.1491 -0.3016
H -0.7269 1.2084 -1.8375
H -1.1704 1.4923 -0.2953
H 0.9655 -0.3279 -0.9554
H -1.8942 -2.1022 0.2708
H -0.4040 -3.0107 0.2717
H -1.0003 -2.0073 -1.2212
H -1.2325 -0.0676 0.7472
H 0.6181 -0.4600 2.4695
H 1.3948 -1.4498 1.3520
H -0.0775 -1.9357 2.0929
```


Record 8
Formula: C7H37NO11
Source: the OMol25 dataset
Level of theory: ωB97M-V with the def2-TZVPD basis set

Properties
E_LUMO = -0.23 eV
Orbital gap = 9.00 eV
SMILES = C=CC[C@@H](C)NCC.O.O.O.O.O.O.O.O.O.O.O
HOMO energy = -9.233 eV
Maximum force = 0.12371 hartree/bohr
ΔE to the lowest compared entry with this formula, charge and spin = 9.475 eV

Structure (XYZ):
```
56
C7H37NO11 ωB97M-V with the def2-TZVPD basis set
C 1.8984 -1.8736 -0.3559
N 1.4617 -0.5103 -0.2926
C 0.4442 -0.2837 0.8354
C 0.7684 1.1074 1.6663
C 1.6154 0.8517 2.9439
C 2.2593 -0.3011 3.0272
C -0.8859 -0.1258 0.0924
C 3.3949 -2.1328 -0.4874
H 1.3974 -2.3591 -1.2462
H 1.7233 -2.3810 0.5852
H 2.2094 0.1167 -0.3235
H 0.3121 -1.0224 1.6799
H 1.1279 1.6920 0.9660
H -0.0247 1.5944 2.0279
H 1.7083 1.4991 3.7254
H 2.8453 -0.8234 2.2082
H 2.8788 -0.6734 3.9120
H -0.7976 0.1577 -0.9491
H -1.6582 -1.0995 0.1968
H -1.4336 0.5677 0.6329
H 3.5399 -2.9954 -1.0420
H 3.7433 -1.3784 -1.0410
H 3.9115 -2.3629 0.4382
H 0.2675 -0.0752 -3.5180
H -0.5287 -1.0005 -2.6153
O -0.1173 -1.0324 -3.4073
H -2.0376 -0.0608 -3.2481
H -2.5898 1.2547 -2.6463
O -1.9823 0.9652 -3.3644
H 2.2036 1.3266 -2.4369
H 2.5587 2.8251 -3.1682
O 2.5126 2.2485 -2.2743
H -1.2325 3.5267 -0.7865
H -1.4161 3.0324 0.7386
O -1.5758 3.7387 0.1616
H -3.4883 0.7634 1.9300
H -3.6222 -0.2098 3.1757
O -3.0388 0.3223 2.5665
H -0.5145 -2.9653 2.1670
H 0.4544 -4.0755 2.5378
O -0.1111 -3.3933 2.9338
H -4.0900 -0.8166 -0.1653
H -3.8599 -2.3988 0.2694
O -3.4822 -1.5024 0.0487
H 2.9341 -0.9298 -2.5480
H 1.6370 -1.0853 -3.7215
O 2.5874 -0.6698 -3.5180
H -3.1003 2.5539 0.5526
H -2.9859 2.9316 -0.9350
O -3.6785 2.6157 -0.3123
H -1.3110 -1.7804 3.7757
H -1.8466 -0.2027 3.8522
O -1.6832 -0.9795 4.3659
H -0.3252 2.2726 -3.6149
H 0.7917 2.5331 -2.6842
O 0.2312 3.0038 -3.3113
```


Record 9
Formula: C3H6N2
Source: the OMol25 dataset
Level of theory: ωB97M-V with the def2-TZVPD basis set

Properties
E_LUMO = 0.97 eV
Orbital gap = 9.33 eV
SMILES = C1=NCCN1
HOMO energy = -8.354 eV
Maximum force = 0.05187 hartree/bohr
ΔE to the lowest compared entry with this formula, charge and spin = 1.061 eV

Structure (XYZ):
```
11
C3H6N2 ωB97M-V with the def2-TZVPD basis set
C 0.9423 0.2547 -0.1597
C -0.3762 1.0647 0.0133
C -0.9633 -0.9783 -0.0816
H 1.5676 0.4397 -1.0284
H 1.6404 0.4134 0.7267
H -0.5695 1.9293 -0.6345
H -0.3359 1.5216 1.0158
H -1.5584 -1.8183 0.1475
H 0.8034 -1.9462 0.2762
N -1.5370 0.1856 -0.1683
N 0.3865 -1.0663 -0.1069
```


Record 10
Formula: C22H43N2OP2STi
Source: the OMol25 dataset
Level of theory: ωB97M-V with the def2-TZVPD basis set

Properties
Charge = +2
E_LUMO (alpha / beta) = -6.70 / -7.40 eV
Orbital gap (alpha / beta) = 6.34 / 5.44 eV
HOMO energy (alpha / beta) = -13.038 / -12.842 eV
Maximum force = 0.10650 hartree/bohr
2S+1 = 2

Structure (XYZ):
```
72
C22H43N2OP2STi ωB97M-V with the def2-TZVPD basis set
Ti -0.1737 0.1730 -0.5510
P -0.1576 -2.2051 -0.9590
P -0.2069 2.6415 -0.6958
N -0.2820 0.3531 -2.7341
C -0.0772 -2.1552 -2.7924
H 0.5817 -2.9769 -3.1159
H -1.0915 -2.3805 -3.1394
C 0.3334 -0.8250 -3.4286
H 1.4239 -0.7791 -3.6059
H -0.1138 -0.7764 -4.4401
C 0.3432 1.5914 -3.2999
H -0.0966 1.6398 -4.3154
H 1.4386 1.5691 -3.4607
C -0.1109 2.8306 -2.5238
H -1.1298 3.0684 -2.8582
H 0.5358 3.6915 -2.7526
C 1.2778 3.6186 -0.1165
C 1.5949 3.3295 1.3556
H 2.4664 3.9324 1.6528
H 1.8512 2.2738 1.5120
H 0.7569 3.5860 2.0185
C -1.7363 3.5801 -0.2043
C -1.8277 3.8000 1.3051
H -2.8349 4.1599 1.5530
H -1.1260 4.5646 1.6593
H -1.6667 2.8816 1.8753
C -1.7245 -3.0921 -0.5739
C -1.8567 -3.3835 0.9166
H -2.8702 -3.7451 1.1221
H -1.7060 -2.4922 1.5328
H -1.1622 -4.1604 1.2538
C 1.3125 -3.2390 -0.5036
C 1.6725 -3.1047 0.9813
H 2.5790 -3.6995 1.1723
H 0.8741 -3.4760 1.6391
H 1.8912 -2.0664 1.2586
C 1.6888 0.1525 -0.2383
O 2.8738 0.1500 -0.1730
C -2.0163 4.8753 -0.9659
H -1.3164 5.6737 -0.7038
H -2.0044 4.7570 -2.0503
H -3.0175 5.2342 -0.6962
C -2.0115 -4.3310 -1.4116
H -3.0246 -4.6775 -1.1823
H -1.9710 -4.1495 -2.4864
H -1.3366 -5.1566 -1.1785
C 1.2159 -4.7063 -0.9317
H 2.2091 -5.1598 -0.8045
H 0.5175 -5.2768 -0.3036
H 0.9386 -4.8288 -1.9865
C 1.2279 5.1280 -0.3918
H 0.5234 5.6494 0.2709
H 2.2263 5.5438 -0.1893
H 0.9870 5.3665 -1.4365
H 2.0911 3.1927 -0.7324
H 2.1229 -2.7681 -1.0909
H -2.5179 2.8553 -0.4828
H -2.4744 -2.3278 -0.8333
H -1.1893 0.4056 -3.2531
H -1.5660 -0.1108 0.4564
S -1.2062 0.3003 1.8040
C -0.1138 -0.5199 2.9037
N -0.7158 -1.4036 3.7782
C -0.0146 -2.1547 4.6829
C 1.3422 -1.9412 4.8021
C 1.9749 -0.9775 4.0176
C 1.2378 -0.2506 3.0775
H -1.7205 -1.5491 3.6680
H -0.5942 -2.8865 5.2447
H 1.9015 -2.5377 5.5160
H 3.0496 -0.8055 4.1246
H 1.7007 0.5071 2.4395
```


Record 11
Formula: C43H44CuFN3O2SbSi
Source: the OMol25 dataset
Level of theory: ωB97M-V with the def2-TZVPD basis set

Properties
E_LUMO = -1.20 eV
Orbital gap = 5.60 eV
HOMO energy = -6.804 eV
Maximum force = 0.01312 hartree/bohr
ΔE to the lowest compared entry with this formula, charge and spin = 0.110 eV

Structure (XYZ):
```
96
C43H44CuFN3O2SbSi ωB97M-V with the def2-TZVPD basis set
Cu -2.0992 0.3725 -1.0214
C -2.0136 4.9010 -1.6780
Si -1.0050 3.4169 -1.1141
C 0.3898 4.0294 0.0030
C -0.1966 2.7796 -2.6888
N -1.9566 2.2088 -0.3403
C -2.6223 2.5033 0.8391
C -2.4704 3.7063 1.5754
C -3.1287 3.9596 2.7713
C -3.9905 3.0218 3.3263
C -4.1714 1.8229 2.6473
C -3.5033 1.5985 1.4673
F -3.7469 0.4005 0.8607
H -1.3810 5.5944 -2.2471
H -2.4566 5.4559 -0.8446
H -2.8378 4.5859 -2.3322
H 1.3134 4.1886 -0.5653
H 0.5922 3.2945 0.7938
H 0.1404 4.9784 0.4922
H 0.6405 3.4476 -2.9338
H -0.8756 2.7934 -3.5480
H 0.1979 1.7659 -2.5851
H -1.7868 4.4606 1.1985
H -2.9593 4.9045 3.2790
H -4.5100 3.2146 4.2578
H -4.8378 1.0537 3.0233
O -0.7267 -4.6089 4.5132
C -1.2970 -5.1172 3.4012
O -1.5384 -6.2878 3.3487
C -1.5905 -4.1723 2.2715
C -1.3287 -2.8089 2.3070
C -1.5828 -2.0169 1.2041
C -2.0867 -2.5690 0.0359
C -2.4071 -3.9278 0.0144
C -2.1512 -4.7169 1.1195
N -2.2978 -1.6771 -1.0570
C -2.3541 -2.1030 -2.2483
C -2.7118 -1.1673 -3.3403
C -3.1589 -1.6238 -4.5680
C -3.6302 -0.6971 -5.4882
C -3.6506 0.6409 -5.1406
C -3.1607 1.0139 -3.8944
N -2.6706 0.1320 -3.0290
H -0.5902 -3.6625 4.4319
H -0.9296 -2.3183 3.1902
H -1.3858 -0.9518 1.2311
H -2.8802 -4.3700 -0.8548
H -2.3855 -5.7726 1.1155
H -2.1866 -3.1488 -2.4968
H -3.1598 -2.6866 -4.7808
H -3.9943 -1.0195 -6.4575
H -4.0297 1.3923 -5.8247
H -3.1526 2.0497 -3.5715
C 3.6059 2.6456 -0.8621
C 4.3073 1.3201 -1.0667
C 5.6472 1.2948 -1.4469
C 6.3158 0.0929 -1.6467
C 5.6436 -1.1066 -1.4684
C 4.3039 -1.0974 -1.0939
C 3.6278 0.1046 -0.8832
Sb 1.5040 0.1634 -0.4629
C 1.3379 -1.9972 -0.5778
C 1.0679 -2.3900 -1.8926
C 0.9914 -3.7301 -2.2579
C 1.1670 -4.7051 -1.2883
C 1.4297 -4.3302 0.0235
C 1.5265 -2.9895 0.4014
C 1.8521 -2.6672 1.8376
C 1.3777 0.6995 1.6274
C 0.0717 1.0869 1.9527
C -0.2788 1.4661 3.2422
C 0.6993 1.4803 4.2257
C 2.0102 1.1449 3.9023
C 2.3802 0.7614 2.6126
C 3.8364 0.4622 2.3419
H 4.3193 3.4664 -0.7870
H 2.9984 2.6476 0.0494
H 2.9326 2.8598 -1.6989
H 6.1761 2.2329 -1.5847
H 7.3606 0.0965 -1.9398
H 6.1565 -2.0501 -1.6188
H 3.7897 -2.0424 -0.9637
H 0.9373 -1.6275 -2.6590
H 0.7972 -4.0082 -3.2898
H 1.1033 -5.7566 -1.5481
H 1.5701 -5.0990 0.7781
H 1.8100 -3.5675 2.4541
H 1.1670 -1.9268 2.2494
H 2.8625 -2.2554 1.9195
H -0.6788 1.1418 1.1675
H -1.2990 1.7676 3.4620
H 0.4513 1.7754 5.2390
H 2.7765 1.1855 4.6728
H 4.3751 0.2996 3.2766
H 4.3143 1.2994 1.8240
H 3.9682 -0.4124 1.7086
```


> Look up the maximum force of the tenth one.

0.10650 hartree/bohr